Below is a cluster of 4 separate species, C24H42BI2N2O12 in total at a distorted geometry, with properties calculated with ωB97M-V/def2-TZVPD.

The molecular weight is 815.22 g mol⁻¹. The total energy is -69993.7315 eV. Its charge is +1. Its HOMO-LUMO gap is 8.845 eV. Its LUMO energy is -3.1 eV. As for the largest force on an atom: 1.25 eV/A. As for the HOMO energy: -11.9 eV.

Last column: Löwdin charge in e.
Geometry (Å):
C (-2.75, -4.02, 3.94)  -0.084
C (-3.52, -3.99, 2.60)  -0.115
B (-2.59, -4.21, 1.36)  -0.465
O (-2.94, -4.95, 0.28)  0.205
N (-1.23, -3.59, 1.32)  0.145
C (-0.97, -2.29, 1.72)  -0.009
C (0.36, -2.04, 1.52)  -0.267
C (1.23, -0.89, 1.77)  -0.663
I (3.28, -1.41, 1.94)  1.029
C (0.92, 0.40, 1.87)  -0.784
C (1.91, 1.50, 2.12)  -0.204
I (-1.05, 1.07, 1.63)  1.052
N (0.86, -3.22, 1.00)  0.156
C (-0.09, -4.15, 0.89)  -0.175
C (0.10, -5.53, 0.39)  -0.018
C (1.47, -6.08, 0.82)  -0.184
O (1.30, -7.46, 1.09)  -0.007
C (2.24, -8.03, 1.92)  -0.525
C (3.68, -7.78, 1.60)  0.025
O (1.87, -8.69, 2.82)  0.173
H (-3.26, -4.67, 4.64)  0.080
H (-1.73, -4.37, 3.83)  0.067
H (-2.72, -3.04, 4.41)  0.076
H (-4.34, -4.70, 2.58)  0.109
H (-3.98, -3.00, 2.48)  0.115
H (-3.87, -4.84, 0.05)  0.133
H (-1.70, -1.63, 2.14)  0.065
H (2.59, 1.60, 1.28)  0.085
H (2.50, 1.27, 3.00)  0.065
H (1.41, 2.43, 2.32)  0.043
H (1.83, -3.37, 0.74)  0.091
H (-0.64, -6.16, 0.87)  0.140
H (0.02, -5.58, -0.69)  0.129
H (1.82, -5.57, 1.72)  0.135
H (2.22, -5.90, 0.05)  0.130
H (3.82, -7.33, 0.63)  0.078
H (4.21, -8.73, 1.61)  0.101
H (4.08, -7.11, 2.36)  0.100
C (1.95, 9.31, 3.46)  -0.055
C (2.45, 7.95, 3.90)  -0.199
O (1.36, 7.03, 4.11)  0.048
C (0.86, 6.49, 3.01)  -0.597
O (1.24, 6.67, 1.88)  0.106
O (-0.15, 5.69, 3.37)  0.013
C (-0.85, 5.09, 2.28)  -0.054
H (1.21, 9.69, 4.17)  0.085
H (2.78, 10.02, 3.41)  0.085
H (1.47, 9.26, 2.48)  0.069
H (2.96, 8.02, 4.86)  0.124
H (3.15, 7.54, 3.18)  0.123
H (-0.16, 4.59, 1.60)  0.080
H (-1.42, 5.84, 1.74)  0.092
H (-1.53, 4.36, 2.71)  0.074
C (-1.92, -5.92, -3.43)  -0.057
C (-1.85, -4.55, -4.08)  -0.214
O (-0.55, -4.28, -4.61)  0.029
C (-0.29, -4.84, -5.79)  -0.613
O (-1.05, -5.52, -6.43)  0.133
O (0.95, -4.52, -6.14)  0.006
C (1.39, -5.09, -7.38)  -0.028
H (-1.12, -6.02, -2.69)  0.059
H (-2.88, -6.07, -2.95)  0.079
H (-1.78, -6.71, -4.17)  0.082
H (-2.03, -3.77, -3.34)  0.117
H (-2.61, -4.45, -4.86)  0.126
H (0.68, -4.87, -8.18)  0.098
H (1.51, -6.17, -7.28)  0.100
H (2.35, -4.63, -7.60)  0.095
C (0.98, 8.17, -0.78)  -0.059
C (-0.42, 7.70, -0.48)  -0.221
O (-1.37, 8.21, -1.44)  0.043
C (-1.42, 7.55, -2.59)  -0.615
O (-0.79, 6.56, -2.88)  0.118
O (-2.31, 8.16, -3.38)  0.007
C (-2.43, 7.58, -4.68)  -0.038
H (1.01, 9.26, -0.86)  0.086
H (1.66, 7.86, 0.01)  0.054
H (1.34, 7.76, -1.72)  0.080
H (-0.76, 8.09, 0.48)  0.118
H (-0.49, 6.62, -0.44)  0.109
H (-2.63, 6.51, -4.62)  0.093
H (-1.53, 7.76, -5.27)  0.099
H (-3.28, 8.08, -5.15)  0.094

---

Below is an isolated molecule of C5H6N2S at a distorted geometry, with properties calculated with ωB97M-V/def2-TZVPD.

The relative energy (zero: lowest compared OMol25 entry of this formula, charge and spin) comes out at 252.2 kJ/mol. The molecular weight is 126.18 g mol⁻¹. The total energy is -19095.3972 eV. Its charge is 0. Its SMILES is [H]/N=C1\SC=NC12CC2. Its HOMO-LUMO gap is 9.492 eV. Its LUMO energy is 0.8 eV. As for the largest force on an atom: 4.33 eV/A. As for the HOMO energy: -8.7 eV.

Last column: natural (NBO) charge in e.
Geometry (Å):
C (-1.64, -1.51, 0.09)  -0.078
C (0.08, -0.12, 0.05)  -0.038
C (-0.91, 0.91, 0.01)  0.232
C (1.53, 0.18, 0.54)  -0.391
C (1.45, -0.20, -0.90)  -0.353
N (-0.41, -1.38, 0.32)  -0.402
N (-0.83, 2.12, 0.17)  -0.625
S (-2.52, -0.07, -0.19)  0.161
H (-2.04, -2.41, 0.19)  0.199
H (1.84, 1.19, 1.05)  0.245
H (1.88, -0.65, 1.11)  0.223
H (1.53, 0.59, -1.66)  0.235
H (1.79, -1.21, -0.99)  0.237
H (-1.75, 2.54, 0.21)  0.355